Here is one molecule with the formula C5H6ClNO2 in a non-equilibrium geometry from the Open Molecules 2025 dataset. Energies are from ωB97M-V with the def2-TZVPD basis set.

Calculated values
- energy above the lowest of the compared OMol25 structures with the same formula, charge and spin (kJ/mol) = 101.6
- LUMO level (eV) = 0.379
- structure (SMILES) = C[C@@]1(C(=O)Cl)C=NOC1

ORCA input file:
```
! wB97M-V def2-TZVPD RIJCOSX def2/J DEFGRID3
* xyz 0 1
C 0.269 1.575 -0.198
C -0.091 0.091 0.055
C -1.516 -0.190 0.631
O -1.769 -0.741 1.620
Cl -2.758 0.412 -0.531
C -0.141 -0.857 -1.174
N 0.610 -1.843 -1.173
O 1.365 -1.931 -0.020
C 1.132 -0.623 0.758
H -0.531 1.989 -0.668
H 1.169 1.583 -0.755
H 0.239 2.047 0.796
H -0.886 -0.710 -1.847
H 1.994 0.040 0.705
H 0.914 -0.843 1.802
*
```



Here is one molecule with the formula C5H6ClNO2 in a non-equilibrium geometry from the Open Molecules 2025 dataset. Energies are from ωB97M-V with the def2-TZVPD basis set.

Calculated values
- energy above the lowest of the compared OMol25 structures with the same formula, charge and spin (kJ/mol) = 299.2
- LUMO level (eV) = 0.593

ORCA input file:
```
! wB97M-V def2-TZVPD RIJCOSX def2/J DEFGRID3
* xyz 0 1
C 0.988 1.092 0.625
C -0.019 0.472 1.508
C 1.100 0.880 -0.682
C -0.917 -0.435 1.214
C -0.368 -1.074 -0.988
N 0.515 -0.098 -1.441
O -2.023 -0.944 1.626
O -1.359 -1.402 -1.823
Cl 0.536 -2.693 -0.454
H 1.643 1.860 0.956
H -0.061 0.869 2.430
H 1.811 1.640 -1.190
H 0.505 0.270 -2.368
H -1.823 -1.686 2.185
H -1.192 -2.208 -2.314
*
```



Here is a 3-piece molecular cluster, C5H6ClNOS overall in a non-equilibrium geometry from the Open Molecules 2025 dataset. Energies are from ωB97M-V with the def2-TZVPD basis set.

Calculated values
- energy above the lowest of the compared OMol25 structures with the same formula, charge and spin (kJ/mol) = 222.6
- LUMO level (eV) = -0.011

ORCA input file:
```
! wB97M-V def2-TZVPD RIJCOSX def2/J DEFGRID3
* xyz 0 1
C -0.920 -0.241 1.496
C -1.434 0.946 1.912
C -1.095 0.950 -0.453
C -0.778 -0.244 0.099
C -0.284 -1.354 -0.742
N 2.282 -0.132 -1.313
O -0.100 -1.167 -1.899
S -1.586 2.053 0.697
Cl -0.466 -2.925 0.190
H -1.089 -1.120 2.075
H -1.575 1.261 2.950
H -0.872 1.274 -1.496
H 2.412 -0.336 -0.298
H 1.743 0.711 -1.338
H 3.762 0.326 -1.879
*
```



Here is one molecule with the formula C5H6F2N4O in a non-equilibrium geometry from the Open Molecules 2025 dataset. Energies are from ωB97M-V with the def2-TZVPD basis set.

Calculated values
- energy above the lowest of the compared OMol25 structures with the same formula, charge and spin (kJ/mol) = 0.0
- LUMO level (eV) = 0.796
- structure (SMILES) = Cc1cn(C(F)(F)C(N)=O)nn1

ORCA input file:
```
! wB97M-V def2-TZVPD RIJCOSX def2/J DEFGRID3
* xyz 0 1
C -2.509 -0.590 0.349
C -1.122 -0.151 0.210
C -0.077 -1.023 0.185
N 1.019 -0.261 0.025
C 2.334 -0.696 -0.106
F 2.471 -1.256 -1.376
F 2.751 -1.662 0.725
C 3.551 0.613 0.026
N 3.233 1.581 -0.844
O 4.561 0.362 0.572
N 0.691 1.028 0.083
N -0.607 1.063 0.166
H -3.223 0.146 0.912
H -2.963 -0.878 -0.673
H -2.357 -1.474 1.031
H -0.004 -2.081 0.085
H 2.341 1.801 -1.250
H 4.052 2.099 -1.132
*
```



Here is one molecule with the formula C5H6F3NOSi in a non-equilibrium geometry from the Open Molecules 2025 dataset. Energies are from ωB97M-V with the def2-TZVPD basis set.

Calculated values
- LUMO level (eV) = -0.015
- structure (SMILES) = N#CO[SiH2]CCC(F)=C(F)F

ORCA input file:
```
! wB97M-V def2-TZVPD RIJCOSX def2/J DEFGRID3
* xyz 0 1
N 3.095 0.274 2.336
C 2.478 0.253 1.173
O 1.967 0.231 -0.236
Si 0.850 1.584 -0.324
C -1.004 1.104 -0.529
C -1.522 -0.109 0.444
C -0.683 -1.511 0.320
F -0.304 -2.182 1.620
C -0.220 -2.164 -0.936
F -0.396 -1.650 -2.314
F 0.551 -3.456 -0.801
H 1.253 2.371 -1.518
H 1.034 2.368 0.908
H -1.633 2.069 -0.217
H -1.267 0.943 -1.682
H -2.658 -0.344 0.166
H -1.541 0.220 1.591
*
```



Here is C5H6F4MgN as an isolated structure from the Open Molecules 2025 dataset. Energies are from ωB97M-V with the def2-TZVPD basis set.

Calculated values
- LUMO level (eV) = -7.992

ORCA input file:
```
! wB97M-V def2-TZVPD RIJCOSX def2/J DEFGRID3
* xyz 1 1
C 2.872 -0.049 0.446
C 1.804 -0.326 -0.289
C 0.579 0.515 -0.427
N -0.311 0.339 0.627
C -1.610 0.867 0.447
F -2.005 1.423 1.599
F -1.686 1.825 -0.525
C -2.618 -0.263 0.047
F -3.043 -0.892 1.141
F -1.973 -1.159 -0.755
H 3.681 -0.761 0.577
H 2.960 0.917 0.935
H 1.672 -1.331 -0.759
H 0.918 1.576 -0.491
H 0.051 0.369 -1.390
H -3.459 0.167 -0.506
Mg 2.167 -3.218 -0.680
*
```



Here is a 2-piece molecular cluster, C5H6F7NOS overall in a non-equilibrium geometry from the Open Molecules 2025 dataset. Energies are from ωB97M-V with the def2-TZVPD basis set.

Calculated values
- LUMO level (alpha / beta) (eV) = -0.005 / -2.295

ORCA input file:
```
! wB97M-V def2-TZVPD RIJCOSX def2/J DEFGRID3
* xyz 0 1
C -0.696 0.485 -2.236
C -1.875 0.982 -0.206
C 0.819 -0.254 1.249
C 1.442 -1.374 0.509
C 1.771 0.782 1.749
N -1.263 -0.020 -1.040
O -2.201 -1.800 0.261
F -0.017 -0.697 2.238
F 0.616 -2.418 0.471
F 2.595 -1.870 1.036
F 1.651 -1.126 -0.827
F 2.549 1.101 0.756
F 1.096 1.869 2.143
F 2.594 0.397 2.789
S -1.511 -1.669 -0.922
H -1.389 1.139 -2.834
H 0.157 1.114 -2.012
H -0.413 -0.436 -3.015
H -2.683 0.587 0.194
H -1.214 1.280 0.503
H -2.027 1.926 -0.804
*
```



Here is C5H6FKO4 as an isolated structure in a non-equilibrium geometry from the Open Molecules 2025 dataset. Energies are from ωB97M-V with the def2-TZVPD basis set.

Calculated values
- energy above the lowest of the compared OMol25 structures with the same formula, charge and spin (kJ/mol) = 0.0
- <S²> = 0.76
- LUMO level (alpha / beta) (eV) = -3.391 / -5.165

ORCA input file:
```
! wB97M-V def2-TZVPD RIJCOSX def2/J DEFGRID3
* xyz 1 2
O 1.097 -2.771 0.397
C 0.437 -3.685 -0.122
H -0.085 -4.399 0.539
H 1.037 3.522 0.773
C 0.170 -3.755 -1.521
H 0.709 -3.099 -2.208
H -0.430 -4.575 -1.914
C 0.465 2.634 0.362
C -0.943 2.840 -0.181
O -1.707 1.832 0.485
C -0.986 1.200 1.393
O 0.303 1.677 1.366
O -1.358 0.398 2.183
F 1.289 2.051 -0.592
H -0.984 2.670 -1.263
H -1.339 3.827 0.081
K 2.324 -0.367 0.221
*
```



Here is C5H6FLiO4 as an isolated structure in a non-equilibrium geometry from the Open Molecules 2025 dataset. Energies are from ωB97M-V with the def2-TZVPD basis set.

Calculated values
- <S²> = 0.76
- LUMO level (alpha / beta) (eV) = -3.589 / -6.282

ORCA input file:
```
! wB97M-V def2-TZVPD RIJCOSX def2/J DEFGRID3
* xyz 1 2
O -0.060 3.792 -0.840
C 0.110 4.615 -1.753
H -0.477 5.550 -1.736
H 0.109 -0.567 -2.020
C 1.045 4.443 -2.816
H 1.488 3.485 -3.091
H 1.249 5.279 -3.484
C 0.391 0.459 -1.573
C 1.803 0.805 -2.023
O 2.397 1.405 -0.871
C 1.622 1.251 0.188
O 0.435 0.670 -0.194
O 1.874 1.549 1.308
F -0.701 1.192 -2.009
H 1.809 1.516 -2.855
H 2.372 -0.086 -2.309
Li -1.188 2.360 -0.387
*
```



Here is one molecule with the formula C5H6FNO in a non-equilibrium geometry from the Open Molecules 2025 dataset. Energies are from ωB97M-V with the def2-TZVPD basis set.

Calculated values
- energy above the lowest of the compared OMol25 structures with the same formula, charge and spin (kJ/mol) = 426.0
- LUMO level (eV) = 0.642
- structure (SMILES) = C=N/C=C\C=C(\O)F

ORCA input file:
```
! wB97M-V def2-TZVPD RIJCOSX def2/J DEFGRID3
* xyz 0 1
C -1.207 -0.620 -0.999
N -1.332 0.669 -0.831
C -0.883 1.450 0.235
C 0.457 1.396 0.566
C 1.330 0.216 0.366
C 0.746 -0.962 0.565
O 1.286 -2.194 0.310
F -0.249 -1.107 1.448
H -1.038 -0.892 -2.048
H -1.361 -1.406 -0.241
H -1.339 2.353 0.443
H 0.966 2.366 0.670
H 2.384 0.443 0.174
H 0.522 -2.818 0.428
*
```



Here is one molecule with the formula C5H6FNO in a non-equilibrium geometry from the Open Molecules 2025 dataset. Energies are from ωB97M-V with the def2-TZVPD basis set.

Calculated values
- energy above the lowest of the compared OMol25 structures with the same formula, charge and spin (kJ/mol) = 359.4
- LUMO level (eV) = 0.606
- structure (SMILES) = C=N/C=C\C=C(\O)F

ORCA input file:
```
! wB97M-V def2-TZVPD RIJCOSX def2/J DEFGRID3
* xyz 0 1
C -1.707 -1.096 0.674
N -2.145 -0.170 -0.019
C -1.541 1.041 -0.047
C -0.247 1.124 -0.422
C 0.482 -0.008 -0.759
C 1.744 -0.159 -0.208
O 2.722 -1.097 -0.293
F 2.217 0.757 0.681
H -2.339 -1.943 0.669
H -0.843 -1.022 1.368
H -2.269 1.886 0.151
H 0.240 2.130 -0.361
H 0.046 -0.781 -1.409
H 3.640 -0.662 -0.023
*
```



Here is C5H6FO4Tm as an isolated structure in a non-equilibrium geometry from the Open Molecules 2025 dataset. Energies are from ωB97M-V with the def2-TZVPD basis set.

Calculated values
- <S²> = 3.76
- LUMO level (alpha / beta) (eV) = -12.110 / -17.315

ORCA input file:
```
! wB97M-V def2-TZVPD RIJCOSX def2/J DEFGRID3
* xyz 3 4
O -0.770 2.012 -2.376
C -1.864 1.421 -2.309
H -2.459 1.346 -3.232
H -1.186 0.361 0.316
C -2.456 0.994 -1.070
H -2.494 1.787 -0.319
H -3.362 0.390 -1.178
C -0.092 0.174 1.131
C 0.361 -1.159 1.681
O 0.733 -0.823 3.020
C 0.372 0.415 3.317
O -0.204 0.996 2.198
O 0.489 0.980 4.352
F 0.964 0.731 0.291
H 1.222 -1.558 1.137
H -0.459 -1.885 1.701
Tm 1.273 2.362 -1.454
*
```



Here is one molecule with the formula C5H6INO in a non-equilibrium geometry from the Open Molecules 2025 dataset. Energies are from ωB97M-V with the def2-TZVPD basis set.

Calculated values
- energy above the lowest of the compared OMol25 structures with the same formula, charge and spin (kJ/mol) = 165.5
- LUMO level (eV) = 0.383
- structure (SMILES) = CN1CC(I)=CC1=O

ORCA input file:
```
! wB97M-V def2-TZVPD RIJCOSX def2/J DEFGRID3
* xyz 0 1
C -1.149 0.676 -0.281
N 0.251 0.188 0.053
C 0.566 -1.076 0.519
C 2.349 -1.050 0.046
I 3.452 -2.779 0.177
C 2.576 0.157 -0.364
C 1.328 0.912 -0.400
O 1.164 2.039 -0.822
H -0.924 1.059 -1.317
H -1.814 -0.263 -0.387
H -1.364 1.496 0.352
H 0.075 -1.796 0.035
H 0.800 -1.319 1.569
H 3.393 0.644 -0.821
*
```



Here is C5H6Li2O4 as an isolated structure in a non-equilibrium geometry from the Open Molecules 2025 dataset. Energies are from ωB97M-V with the def2-TZVPD basis set.

Calculated values
- energy above the lowest of the compared OMol25 structures with the same formula, charge and spin (kJ/mol) = 260.8
- <S²> = 0.77
- LUMO level (alpha / beta) (eV) = -4.177 / -4.494

ORCA input file:
```
! wB97M-V def2-TZVPD RIJCOSX def2/J DEFGRID3
* xyz 1 2
O 1.813 -2.047 -2.423
C 2.233 -1.265 -1.534
O 3.421 -1.138 -1.154
O 1.326 -0.259 -1.213
C 0.707 -0.352 0.064
C -0.336 0.758 0.230
Li 2.851 1.042 -0.513
H 1.508 -0.157 0.781
H 0.161 -1.298 0.019
H -0.844 1.000 -0.696
H 0.085 1.653 0.671
Li 0.300 -0.709 -2.918
C -2.131 0.297 1.537
C -3.136 1.172 1.766
O -4.007 1.907 2.015
H -2.389 -0.587 0.966
H -1.562 -0.019 2.403
*
```



Here is C5H6Li2O4Tb as an isolated structure in a non-equilibrium geometry from the Open Molecules 2025 dataset. Energies are from ωB97M-V with the def2-TZVPD basis set.

Calculated values
- <S²> = 12.75
- LUMO level (alpha / beta) (eV) = -12.991 / -12.429

ORCA input file:
```
! wB97M-V def2-TZVPD RIJCOSX def2/J DEFGRID3
* xyz 3 7
O -1.163 -0.373 -0.887
C -2.024 -0.015 -0.039
O -2.413 -0.913 0.787
Tb -0.986 -2.407 0.319
Li -3.921 -1.025 1.870
O 0.994 -2.288 0.157
Li 0.438 -0.180 -1.915
C 1.627 -1.391 -0.487
O 2.930 -1.515 -0.295
C 3.754 -0.377 -0.517
H 4.586 -0.428 0.194
H 4.144 -0.374 -1.543
H 3.169 0.534 -0.337
C -2.466 1.382 0.047
C -1.935 2.305 0.863
H -3.365 1.596 -0.532
H -2.398 3.287 0.957
H -0.969 2.183 1.358
*
```



Here is C5H6LiNaO5 as an isolated structure in a non-equilibrium geometry from the Open Molecules 2025 dataset. Energies are from ωB97M-V with the def2-TZVPD basis set.

Calculated values
- LUMO level (eV) = -0.951

ORCA input file:
```
! wB97M-V def2-TZVPD RIJCOSX def2/J DEFGRID3
* xyz 0 1
O -1.175 1.250 0.842
C -0.321 0.222 1.040
C -0.434 2.439 0.550
O -0.666 -0.783 1.690
O 0.963 0.741 1.219
C 0.894 2.172 1.240
Na -0.912 -2.607 0.326
H -0.978 3.299 0.950
H -0.309 2.521 -0.539
H 0.898 2.507 2.286
H 1.751 2.567 0.685
O 1.780 1.017 -2.031
C 0.587 0.752 -2.516
C -0.353 0.019 -1.864
O -0.044 -0.604 -0.672
Li 1.895 -0.007 -0.498
H 0.273 1.255 -3.449
H -1.399 0.002 -2.185
*
```